This record from OMol25 describes a molecular structure, C36H53AuBN10O2S4 in a non-equilibrium geometry. The level of theory is ωB97M-V/def2-TZVPD.

Structure (XYZ):
```
107
Properties=species:S:1:pos:R:3:forces:R:3:mulliken_charge:R:1
Au -0.015075 0.370279 -0.123905 0.7431 -0.5227 -1.2116 0.812
C -2.461375 -4.179721 1.470795 0.1644 0.0817 0.0772 -1.436
C -2.236475 -3.021521 0.563295 -0.3605 0.2127 -0.3912 0.415
C -3.072075 -2.591721 -0.449005 0.4531 0.2493 0.2845 -0.931
C -2.524575 -1.398421 -0.931805 -0.3652 -0.0782 -0.2455 -0.659
N -1.426575 -1.139421 -0.220705 0.4627 0.7173 0.3381 0.107
N -1.230375 -2.132221 0.664595 0.0674 -0.5587 0.4737 1.237
B 0.051325 -2.242621 1.503495 0.0284 0.3266 -0.0892 -0.555
N 1.287925 -2.179321 0.576595 0.0980 -0.4026 0.5783 0.937
N 1.337925 -1.440221 -0.549805 -0.5520 1.1949 -0.0277 0.466
C 2.482625 -1.687721 -1.179505 0.3305 0.0737 -0.0442 -1.029
C 3.202725 -2.616621 -0.420705 -0.4078 0.1650 0.1257 -1.042
C 2.418025 -2.908721 0.678395 0.1951 0.0604 -0.3450 0.114
C 2.745425 -3.836021 1.794095 -0.1629 0.0389 0.0209 -1.486
C 2.890425 -1.172721 -2.532305 0.0800 0.2071 -0.2942 2.731
C 4.189925 -0.366021 -2.412305 -0.2276 0.0264 0.0884 -1.614
C 1.795125 -0.322221 -3.169705 0.0840 -0.2460 0.1337 -1.490
C 3.163125 -2.388721 -3.430305 -0.1447 -0.0188 0.0922 -1.707
N 0.066025 -1.120221 2.542795 0.0521 -0.5287 0.4371 0.040
N -0.033975 0.180879 2.208595 -0.0080 0.6444 -0.7985 0.575
C -0.054675 0.902679 3.325395 0.0388 -0.0307 0.2742 -0.633
C 0.028225 0.027979 4.416395 0.0653 -0.2510 -0.3400 -0.923
C 0.097825 -1.241321 3.884195 -0.0383 0.3992 0.2075 0.413
C 0.175925 -2.526621 4.623395 0.0017 -0.0973 -0.1452 -1.472
C -0.205075 2.390879 3.467495 -0.1048 0.3693 -0.1673 2.691
C -0.155675 3.129579 2.133995 0.0928 -0.2274 0.2554 -1.397
C -1.567475 2.649979 4.125095 0.1074 -0.0317 -0.0340 -1.913
C 0.918625 2.916479 4.371295 -0.1571 -0.1191 -0.1436 -1.885
C -3.075775 -0.599321 -2.076205 -0.0312 0.1920 -0.3437 2.644
C -3.360775 -1.561521 -3.238605 0.0994 0.0455 0.1830 -1.705
C -4.373475 0.083579 -1.627805 0.1788 -0.0696 0.0023 -1.969
C -2.090475 0.458779 -2.555505 -0.1739 -0.1510 0.3447 -0.821
H -3.209975 -4.837321 1.036795 0.0002 -0.0266 -0.0173 0.411
H -2.840775 -3.816721 2.425995 -0.0162 -0.0556 0.0814 0.309
H -1.557375 -4.748021 1.673695 0.0320 -0.0783 0.0168 0.204
H -3.956075 -3.082021 -0.799105 -0.1914 -0.0704 -0.0862 0.567
H 0.057825 -3.287121 2.057095 -0.0241 -0.2127 0.1734 -0.091
H 4.163125 -3.028121 -0.647705 0.2025 -0.1800 -0.1049 0.677
H 3.590225 -4.458321 1.511495 0.0229 -0.0089 -0.0045 0.447
H 1.904625 -4.477421 2.045195 -0.0412 -0.0909 0.0517 0.247
H 3.017725 -3.275321 2.686795 0.0099 0.0134 0.1103 0.239
H 3.994025 0.610879 -1.979705 0.0848 0.0557 0.0056 0.178
H 4.629525 -0.224421 -3.395805 0.0303 0.0392 -0.1338 0.489
H 4.908925 -0.885221 -1.787905 0.1990 -0.0856 0.0780 0.311
H 1.459625 0.458379 -2.493605 -0.0272 0.2731 -0.0135 0.122
H 0.942325 -0.947421 -3.418105 -0.1722 -0.0331 -0.0909 0.035
H 2.164125 0.145579 -4.079105 0.0192 0.0438 -0.0764 0.657
H 4.018125 -2.953021 -3.067705 0.1349 -0.0747 -0.0021 0.393
H 3.369325 -2.058921 -4.445605 0.0812 0.0744 -0.0938 0.474
H 2.298925 -3.047021 -3.455205 -0.0583 -0.0825 -0.0366 0.196
H 0.030125 0.281779 5.455695 -0.0161 0.0639 0.2269 0.575
H 0.155325 -2.322221 5.690095 0.0082 -0.0353 0.0344 0.409
H 1.092625 -3.062221 4.387095 0.0615 -0.1006 0.0288 0.213
H -0.666175 -3.168321 4.372995 -0.0412 -0.1047 0.0423 0.257
H -0.893775 2.734779 1.438895 -0.0930 0.0720 -0.1141 -0.222
H 0.831025 3.033279 1.689995 0.0666 0.0610 -0.0908 0.086
H -0.356975 4.188879 2.290795 -0.0403 0.0216 -0.0134 0.726
H -2.371075 2.322579 3.469195 -0.1276 -0.0385 -0.0504 0.400
H -1.692975 3.712279 4.320695 -0.0084 0.1308 0.0150 0.450
H -1.654675 2.113979 5.065695 -0.0529 -0.0319 0.1372 0.404
H 1.887925 2.711779 3.924095 0.1616 -0.0166 -0.0144 0.410
H 0.885525 2.454079 5.352695 0.0336 -0.0364 0.1513 0.396
H 0.819625 3.990979 4.498695 -0.0285 0.1476 0.0116 0.428
H -4.135075 -2.278921 -2.983605 -0.0963 -0.1261 0.0022 0.367
H -2.457275 -2.102721 -3.508605 0.0194 -0.1084 -0.0701 0.245
H -3.692375 -0.996821 -4.104305 -0.0989 0.1167 -0.1015 0.487
H -5.092175 -0.644921 -1.260805 -0.1008 -0.0604 0.0417 0.419
H -4.813875 0.617879 -2.465005 -0.0564 0.0744 -0.0937 0.452
H -4.163275 0.802079 -0.839805 -0.0557 0.1258 0.1301 0.344
H -1.143275 0.008079 -2.839505 0.2463 -0.0982 -0.1345 -0.240
H -1.924775 1.201979 -1.779605 -0.1303 -0.1004 -0.1271 -0.569
H -2.492875 0.985679 -3.416605 -0.0073 0.0708 -0.0836 0.787
N -0.221875 8.829779 0.970095 0.1092 0.3677 0.3149 -0.480
C -0.497175 7.713679 0.259695 -0.0170 -0.3993 -0.3147 1.191
C -1.384375 6.747579 0.766095 0.0300 -0.0057 -0.0461 -0.880
C -1.659675 5.607379 0.047895 -0.0990 0.1494 -0.0259 -0.440
C -1.064975 5.424579 -1.188905 -0.0262 -0.7687 -0.6105 -0.429
C -0.172175 6.351879 -1.699905 -0.1114 0.1571 -0.1035 -0.343
C 0.110025 7.495279 -0.988405 -0.1255 -0.0240 0.1592 -0.910
S -1.369275 3.931679 -2.102405 0.2200 0.4252 0.3944 1.418
O -0.672875 3.996479 -3.355505 0.0624 0.1980 -0.1916 -0.687
O -2.754075 3.594879 -2.078405 -0.1377 -0.1392 0.2461 -0.736
N -0.577975 2.825879 -1.135005 -1.3069 -0.6177 0.5365 -0.210
C 0.707425 2.803779 -1.130305 0.8912 1.2451 -0.9226 0.374
S 1.797025 3.888479 -1.986605 0.1078 -0.5468 0.2394 -0.060
C 3.121825 3.101779 -1.215305 -0.3952 -0.6730 0.5035 -0.215
C 2.700825 2.076279 -0.425705 1.7377 0.1253 -0.3781 -1.420
N 1.366525 1.906379 -0.391305 -1.7193 -0.6560 0.8739 0.417
H -0.709375 9.018879 1.827495 0.0584 0.0717 -0.0831 0.193
H 0.355525 9.551879 0.579095 -0.0719 0.0068 0.0718 0.191
H -1.858475 6.919679 1.719995 -0.0740 -0.0029 0.1407 0.330
H -2.348875 4.861879 0.408395 -0.1436 -0.0577 0.1829 0.531
H 0.262125 6.170379 -2.670005 0.0673 0.1119 -0.0978 0.680
H 0.787225 8.234679 -1.388005 0.0799 0.0763 -0.0529 0.319
H 4.126225 3.431179 -1.382605 0.2650 0.0437 0.1110 0.505
H 3.331425 1.434579 0.163595 0.1077 -0.0688 0.0686 0.539
S -0.221875 -3.420121 -2.516105 -0.1058 -0.1049 -0.1512 -0.302
C -0.060775 -4.973521 -1.997205 0.0320 0.4977 -0.2443 0.323
N 0.036825 -5.341921 -0.715505 0.1336 -0.2220 0.2038 0.134
C -0.125075 -6.750621 -0.428405 -0.1464 -0.2742 0.1541 -0.648
C 0.371525 -7.480421 -1.668005 0.1361 0.0908 -0.4012 -0.627
S 0.009625 -6.347721 -3.064005 -0.0858 -0.1829 0.2970 -0.068
H -0.049675 -4.642421 0.006395 -0.0287 0.0870 -0.1412 -0.321
H -1.184475 -6.978521 -0.242905 0.1550 -0.0249 0.0114 0.311
H 0.461325 -7.026221 0.449595 -0.0834 -0.0282 -0.0094 0.362
H -0.134675 -8.426021 -1.837905 -0.0035 -0.0221 0.0850 0.417
H 1.449125 -7.641821 -1.648005 -0.0505 -0.0325 0.0992 0.337
```
Forces are in eV/Å.

Summary:
Net charge: +1
HOMO (alpha / beta) (eV): -10.2 / -10.2
Electronic energy (hartree): -3854.75896